[1]
{"formula": "C5H8O2", "method": "ωB97M-V/def2-TZVPD", "gap_ev": 10.2, "lumo_energy_ev": 0.9, "spin_multiplicity": 1, "relative_energy_kcal_mol": 63.3, "e_tot_ha": -345.70407, "elements": ["C", "C", "C", "O", "C", "C", "O", "H", "H", "H", "H", "H", "H", "H", "H"], "coordinates": [[1.368, -1.125, -0.365], [0.240, -0.199, 0.003], [0.524, 1.281, 0.064], [-0.618, 1.548, 0.900], [-0.780, 0.142, 1.113], [-1.233, -0.472, -0.156], [-2.097, 0.139, -1.054], [2.102, -1.266, 0.434], [1.029, -2.105, -0.719], [1.891, -0.633, -1.197], [0.576, 1.850, -0.870], [1.435, 1.458, 0.651], [-0.942, -0.171, 2.141], [-1.459, -1.534, -0.063], [-2.036, 1.089, -0.882]], "nbo_charge": [-0.61, -0.12, -0.06, -0.53, 0.06, 0.07, -0.69, 0.21, 0.22, 0.22, 0.18, 0.18, 0.20, 0.19, 0.48]}

---

[2]
{"formula": "C29H65B3F3NO17", "method": "ωB97M-V/def2-TZVPD", "gap_ev": 9.4, "lumo_energy_ev": 0.2, "spin_multiplicity": 1, "e_tot_ha": -2852.08734, "elements": ["C", "C", "O", "N", "B", "O", "B", "C", "O", "C", "F", "F", "F", "O", "B", "C", "C", "C", "O", "O", "C", "C", "O", "H", "H", "H", "H", "H", "H", "H", "H", "H", "H", "H", "H", "H", "H", "H", "C", "O", "C", "C", "O", "C", "H", "H", "H", "H", "H", "H", "H", "H", "H", "H", "C", "O", "C", "C", "O", "C", "H", "H", "H", "H", "H", "H", "H", "H", "H", "H", "C", "O", "C", "C", "O", "C", "H", "H", "H", "H", "H", "H", "H", "H", "H", "H", "C", "O", "C", "C", "O", "C", "H", "H", "H", "H", "H", "H", "H", "H", "H", "H", "C", "O", "C", "C", "O", "C", "H", "H", "H", "H", "H", "H", "H", "H", "H", "H"], "coordinates": [[6.305, 2.623, -0.166], [5.015, 2.668, -0.932], [4.282, 1.722, -1.084], [4.647, 3.977, -1.452], [3.289, 4.474, -1.104], [3.145, 5.627, -0.353], [2.055, 6.343, -0.848], [2.264, 7.751, -1.535], [1.682, 8.784, -0.724], [1.627, 10.027, -1.231], [0.374, 10.360, -1.571], [2.395, 10.192, -2.319], [2.029, 10.908, -0.307], [0.834, 5.685, -0.821], [0.938, 4.314, -1.046], [-0.263, 3.347, -0.809], [-1.232, 3.348, -2.013], [-0.701, 2.462, -3.135], [-2.499, 2.807, -1.623], [2.157, 3.831, -1.523], [4.875, 4.249, -2.798], [5.997, 3.542, -3.512], [4.176, 5.094, -3.350], [6.983, 3.400, -0.520], [6.759, 1.636, -0.243], [6.078, 2.858, 0.880], [3.330, 7.929, -1.697], [1.791, 7.714, -2.525], [-0.817, 3.703, 0.065], [0.095, 2.326, -0.652], [-1.380, 4.370, -2.384], [-0.317, 1.527, -2.719], [0.083, 2.975, -3.698], [-1.522, 2.216, -3.814], [-2.993, 3.468, -1.126], [6.615, 2.922, -2.862], [6.635, 4.303, -3.966], [5.581, 2.924, -4.309], [1.904, -0.759, -1.864], [0.510, -1.012, -1.882], [0.083, -1.756, -3.011], [-0.199, -3.202, -2.666], [0.970, -3.908, -2.277], [1.124, -4.018, -0.867], [2.150, -0.346, -0.887], [2.479, -1.676, -2.019], [2.179, -0.024, -2.630], [0.826, -1.695, -3.813], [-0.845, -1.299, -3.371], [-0.615, -3.704, -3.545], [-0.948, -3.243, -1.867], [0.358, -4.675, -0.442], [1.067, -3.040, -0.385], [2.103, -4.452, -0.671], [-4.673, -1.037, 0.557], [-3.999, -0.631, 1.734], [-3.463, 0.682, 1.655], [-4.316, 1.685, 2.399], [-5.583, 1.861, 1.787], [-6.629, 1.171, 2.444], [-5.181, -1.974, 0.780], [-5.412, -0.297, 0.241], [-3.963, -1.205, -0.261], [-3.344, 0.989, 0.612], [-2.468, 0.657, 2.113], [-3.809, 2.655, 2.388], [-4.436, 1.378, 3.442], [-6.858, 1.635, 3.410], [-6.380, 0.119, 2.605], [-7.510, 1.234, 1.807], [-1.725, -7.384, 0.885], [-1.680, -6.037, 0.453], [-2.816, -5.641, -0.294], [-3.751, -4.784, 0.524], [-4.343, -5.505, 1.591], [-3.743, -5.241, 2.850], [-0.898, -7.531, 1.577], [-2.664, -7.609, 1.398], [-1.603, -8.070, 0.040], [-3.345, -6.515, -0.689], [-2.461, -5.051, -1.146], [-4.558, -4.427, -0.125], [-3.211, -3.909, 0.903], [-3.967, -4.222, 3.176], [-2.659, -5.378, 2.815], [-4.165, -5.940, 3.570], [7.424, -2.642, -1.744], [6.064, -2.335, -1.516], [5.681, -1.052, -1.987], [4.941, -1.129, -3.302], [5.775, -1.584, -4.357], [5.571, -2.944, -4.691], [7.566, -3.693, -1.498], [7.705, -2.479, -2.788], [8.075, -2.040, -1.100], [6.561, -0.407, -2.095], [5.022, -0.606, -1.240], [4.592, -0.125, -3.568], [4.064, -1.775, -3.198], [4.606, -3.084, -5.188], [5.614, -3.586, -3.808], [6.364, -3.231, -5.379], [-5.506, -2.776, 5.034], [-4.164, -2.658, 5.468], [-3.571, -1.411, 5.145], [-3.531, -0.481, 6.336], [-4.830, -0.080, 6.739], [-5.310, -0.771, 7.876], [-5.906, -3.698, 5.453], [-6.122, -1.938, 5.371], [-5.553, -2.837, 3.941], [-4.102, -0.939, 4.316], [-2.547, -1.611, 4.815], [-2.980, 0.424, 6.058], [-3.001, -0.958, 7.166], [-4.769, -0.463, 8.778], [-5.219, -1.854, 7.757], [-6.361, -0.514, 7.993]], "lowdin_charge": [0.02, -0.41, 0.14, 0.19, -0.59, 0.34, -0.43, 0.00, 0.05, -0.72, 0.16, 0.16, 0.17, 0.32, -0.48, 0.00, -0.42, -0.02, -0.05, 0.34, -0.43, 0.04, 0.10, 0.09, 0.09, 0.10, 0.14, 0.15, 0.12, 0.12, 0.15, 0.07, 0.09, 0.09, 0.09, 0.07, 0.10, 0.10, -0.11, -0.20, -0.20, -0.21, -0.18, -0.09, 0.09, 0.07, 0.09, 0.13, 0.12, 0.13, 0.11, 0.07, 0.08, 0.09, -0.10, -0.21, -0.20, -0.20, -0.19, -0.10, 0.08, 0.09, 0.09, 0.12, 0.13, 0.12, 0.12, 0.09, 0.08, 0.09, -0.10, -0.20, -0.20, -0.21, -0.18, -0.09, 0.09, 0.09, 0.09, 0.13, 0.11, 0.12, 0.12, 0.07, 0.09, 0.09, -0.11, -0.18, -0.21, -0.21, -0.19, -0.11, 0.09, 0.08, 0.09, 0.12, 0.11, 0.12, 0.10, 0.09, 0.09, 0.09, -0.11, -0.19, -0.20, -0.20, -0.19, -0.11, 0.09, 0.08, 0.08, 0.10, 0.13, 0.12, 0.13, 0.09, 0.08, 0.09]}

---

[3]
{"formula": "C22H42Cl2N5O3", "method": "ωB97M-V/def2-TZVPD", "total_charge": 3, "gap_ev": 1.8, "lumo_energy_ev": -11.1, "spin_multiplicity": 1, "e_tot_ha": -2282.19774, "elements": ["C", "C", "C", "O", "C", "N", "H", "H", "H", "H", "H", "H", "H", "H", "H", "H", "H", "H", "C", "C", "O", "N", "H", "H", "C", "H", "H", "H", "H", "H", "H", "C", "C", "O", "N", "H", "H", "C", "H", "H", "H", "H", "H", "H", "C", "N", "C", "C", "C", "C", "C", "C", "C", "C", "N", "C", "C", "C", "H", "H", "H", "H", "H", "H", "H", "H", "H", "H", "H", "H", "H", "H", "Cl", "Cl"], "coordinates": [[-0.544, 3.286, 3.291], [-0.547, 4.061, 1.980], [-0.019, 5.532, 2.009], [-0.029, 5.814, 0.594], [0.117, 7.128, 0.114], [0.112, 3.373, 0.866], [-0.447, 2.803, 0.251], [0.436, 4.173, 0.267], [1.004, 2.757, 0.966], [-1.086, 3.976, 3.939], [0.474, 3.104, 3.732], [-1.033, 2.286, 3.217], [-1.572, 4.200, 1.590], [1.058, 5.569, 2.365], [-0.598, 6.212, 2.646], [1.110, 7.552, -0.005], [-0.596, 7.736, 0.727], [-0.327, 7.064, -0.884], [-9.823, -6.982, -0.280], [-9.506, -6.117, 0.951], [-10.190, -5.230, 1.287], [-8.109, -6.186, 1.699], [-7.318, -6.145, 0.967], [-7.978, -5.241, 2.181], [-7.923, -7.362, 2.660], [-10.789, -7.556, -0.139], [-9.039, -7.602, -0.619], [-9.865, -6.258, -1.055], [-8.603, -7.212, 3.447], [-6.929, -7.339, 3.117], [-8.035, -8.334, 2.125], [-7.466, -3.414, -2.244], [-6.601, -4.009, -1.121], [-7.015, -4.994, -0.489], [-5.408, -3.451, -0.911], [-5.224, -2.561, -1.348], [8.155, 2.242, -5.932], [-4.373, -3.934, 0.011], [-8.403, -4.018, -2.273], [-7.002, -3.542, -3.177], [-7.646, -2.332, -2.121], [-4.507, -3.597, 1.028], [-3.353, -3.548, -0.338], [-4.386, -5.064, 0.082], [8.297, 5.070, 1.879], [7.780, 3.935, 1.110], [7.650, 4.048, -0.228], [7.181, 2.961, -1.031], [6.730, 1.757, -0.429], [6.940, 1.674, 0.910], [7.482, 2.719, 1.670], [6.156, 0.591, -1.254], [6.071, 0.794, -2.678], [5.174, 0.101, -3.484], [4.568, -0.974, -2.944], [4.564, -1.204, -1.618], [5.337, -0.400, -0.735], [3.685, -1.785, -3.888], [9.342, 5.339, 1.680], [8.167, 4.805, 2.949], [7.755, 5.949, 1.604], [7.939, 4.988, -0.686], [7.283, 3.105, -2.081], [6.689, 0.840, 1.554], [7.702, 2.525, 2.724], [6.692, 1.459, -3.294], [5.217, 0.296, -4.555], [3.951, -2.039, -1.221], [5.299, -0.648, 0.310], [3.080, -1.044, -4.466], [2.992, -2.336, -3.250], [4.342, -2.300, -4.557], [1.679, 0.767, -0.044], [4.077, 2.168, 0.879]], "lowdin_charge": [-0.03, -0.34, -0.12, -0.26, -0.06, 0.15, 0.13, 0.15, 0.05, 0.09, 0.11, 0.10, 0.16, 0.15, 0.14, 0.09, 0.11, 0.10, 0.04, -0.36, 0.19, 0.05, 0.15, 0.20, 0.02, 0.13, 0.07, 0.08, 0.08, 0.10, 0.12, 0.02, -0.50, -0.02, 0.02, 0.14, 0.07, -0.06, 0.10, 0.06, 0.10, 0.07, 0.11, 0.10, 0.03, -0.08, 0.03, 0.06, -0.20, -0.09, 0.03, -0.10, 0.04, 0.00, -0.08, 0.02, 0.01, 0.07, 0.12, 0.12, 0.10, 0.15, 0.10, 0.13, 0.16, 0.10, 0.15, 0.16, 0.12, 0.12, 0.10, 0.10, -0.22, -0.04]}